1.
Below is a structure of composition C32H26N4O3P2SSbSe6Sn at a distorted geometry, with properties calculated with the ωB97M-V functional and the def2-TZVPD basis.

Each line ends with the Löwdin charge.
Atoms and positions in Å:
Sn  -1.895  2.451  2.123  0.81
Se  -3.234  -3.777  -1.921  0.27
P  -1.749  -2.306  -1.830  0.48
C  -1.490  -1.505  -3.436  -0.35
C  -1.807  -0.163  -3.625  -0.08
C  -1.738  0.401  -4.893  -0.08
C  -1.344  -0.370  -5.975  -0.09
C  -1.035  -1.714  -5.796  -0.08
C  -1.126  -2.286  -4.536  -0.11
C  -0.175  -2.985  -1.239  -0.35
C  -0.159  -3.431  0.085  -0.09
C  0.962  -4.066  0.595  -0.06
C  2.071  -4.274  -0.218  -0.07
C  2.056  -3.848  -1.538  -0.08
C  0.933  -3.207  -2.051  -0.11
C  -2.076  -0.930  -0.692  -0.41
C  -1.352  0.150  -0.201  -0.42
N  -2.198  0.807  0.610  -0.30
N  -3.359  0.179  0.654  -0.03
N  -3.315  -0.863  -0.142  0.02
P  0.271  0.878  -0.360  0.72
Se  0.309  2.828  0.605  0.37
C  0.717  1.099  -2.093  -0.34
C  0.541  2.339  -2.699  -0.12
C  0.863  2.499  -4.041  -0.07
C  1.364  1.431  -4.771  -0.08
C  1.545  0.195  -4.165  -0.07
C  1.221  0.028  -2.828  -0.10
C  1.459  -0.185  0.470  -0.36
C  1.046  -0.773  1.671  -0.08
C  1.951  -1.465  2.461  -0.07
C  3.273  -1.568  2.048  -0.05
C  3.692  -0.978  0.856  -0.08
C  2.790  -0.277  0.064  -0.09
H  -2.120  0.447  -2.788  0.10
H  -1.994  1.445  -5.028  0.11
H  -1.298  0.069  -6.965  0.10
H  -0.746  -2.323  -6.643  0.10
H  -0.945  -3.346  -4.405  0.10
H  -1.031  -3.287  0.714  0.12
H  0.971  -4.386  1.629  0.12
H  2.947  -4.772  0.180  0.11
H  2.919  -4.012  -2.172  0.10
H  0.925  -2.884  -3.083  0.08
H  0.146  3.167  -2.125  0.01
H  0.720  3.463  -4.514  0.11
H  1.614  1.561  -5.818  0.11
H  1.927  -0.643  -4.736  0.11
H  1.373  -0.926  -2.353  0.08
H  0.017  -0.688  2.006  0.12
H  1.607  -1.909  3.390  -0.02
H  3.983  -2.111  2.661  0.11
H  4.728  -1.050  0.548  0.10
H  3.128  0.205  -0.842  0.10
N  -0.872  4.007  4.512  0.03
C  -0.527  2.699  4.942  -0.45
C  0.665  2.138  4.506  -0.08
C  0.973  0.828  4.793  -0.07
C  0.097  0.033  5.497  -0.25
C  -1.111  0.587  5.950  -0.03
C  -1.429  1.920  5.664  -0.06
S  0.594  -1.654  5.835  0.46
O  1.795  -1.495  6.638  -0.34
O  0.843  -2.181  4.495  -0.35
O  -0.546  -2.234  6.522  -0.34
H  -1.515  4.478  5.132  0.09
H  -0.069  4.596  4.343  0.09
H  1.364  2.745  3.939  0.11
H  1.915  0.410  4.454  0.12
H  -1.789  -0.049  6.505  0.11
H  -2.368  2.351  5.999  0.11
Se  -2.581  4.169  -1.731  -0.09
Sb  -2.592  6.875  -1.210  0.21
Se  -2.427  5.899  1.369  -0.13
Se  -4.840  7.529  -1.428  -0.25
Se  -3.461  4.012  0.425  -0.18

Spin multiplicity   1
Total charge   -1
Strongest force on any atom   0.056 hartree/bohr
E_HOMO   -0.2117 hartree
Electronic energy   -17624.00932 hartree
Energy above the lowest of the compared OMol25 structures with the same formula, charge and spin   1.223 eV

2.
Below is a structure of composition C32H27BCl5N8Pb, with properties calculated with the ωB97M-V functional and the def2-TZVPD basis.

Each line ends with the Löwdin charge.
Atoms and positions in Å:
Pb  0.618  0.273  0.504  1.51
C  -0.216  3.518  2.554  -0.02
C  -1.273  2.810  1.777  -0.32
C  -2.628  3.121  1.760  0.02
C  -3.175  2.318  0.781  -0.01
N  -2.204  1.577  0.238  0.03
N  -1.027  1.850  0.866  -0.02
B  -2.326  0.607  -0.975  -0.65
N  -2.205  -0.827  -0.415  0.04
C  -2.896  -1.960  -0.607  0.00
C  -2.378  -2.943  0.212  0.03
C  -1.332  -2.344  0.902  -0.32
C  -0.373  -2.965  1.854  -0.01
N  -1.244  -1.058  0.528  -0.03
N  -1.100  0.911  -1.938  0.03
C  -1.167  1.053  -3.269  -0.01
C  0.079  1.405  -3.748  0.03
C  0.901  1.469  -2.627  -0.33
C  2.356  1.770  -2.560  -0.02
N  0.178  1.179  -1.538  -0.04
N  -3.578  0.906  -1.737  -0.03
C  -3.949  2.127  -2.225  -0.09
C  -5.037  1.952  -3.031  0.00
C  -5.282  0.558  -3.006  -0.33
C  -6.363  -0.197  -3.702  -0.02
N  -4.399  -0.059  -2.240  0.12
H  -0.357  4.591  2.437  0.10
H  0.782  3.283  2.194  0.06
H  -0.283  3.300  3.621  0.09
H  -3.131  3.867  2.349  0.13
H  -4.183  2.254  0.412  0.14
H  -3.716  -1.964  -1.301  0.11
H  -2.722  -3.957  0.306  0.12
H  -0.868  -3.730  2.450  0.10
H  0.051  -2.229  2.541  0.03
H  0.446  -3.440  1.314  0.09
H  -2.101  0.908  -3.787  0.14
H  0.354  1.609  -4.768  0.12
H  2.661  2.320  -3.447  0.10
H  2.945  0.851  -2.516  0.09
H  2.588  2.387  -1.693  0.05
H  -3.401  3.021  -1.976  0.13
H  -5.586  2.706  -3.565  0.11
H  -6.875  0.443  -4.418  0.08
H  -7.100  -0.563  -2.987  0.09
H  -5.954  -1.054  -4.236  0.08
Cl  -0.300  0.210  3.848  0.85
C  1.272  0.822  3.624  -0.68
C  1.766  0.999  2.352  -0.35
C  3.090  1.410  2.237  -0.66
Cl  3.759  1.608  0.701  0.88
C  3.925  1.677  3.387  -0.66
Cl  5.514  2.175  3.164  0.86
C  3.396  1.525  4.663  -0.70
Cl  4.340  1.843  6.037  0.80
C  2.065  1.103  4.803  -0.64
Cl  1.392  0.911  6.322  0.88
C  4.963  -3.483  1.433  -0.05
C  4.157  -2.625  2.208  -0.05
C  3.118  -1.944  1.636  -0.07
C  2.824  -2.073  0.255  -0.20
C  1.773  -1.388  -0.416  -0.22
C  1.449  -1.665  -1.715  -0.11
C  2.188  -2.628  -2.436  -0.04
C  3.254  -3.245  -1.855  0.00
C  3.595  -2.991  -0.505  -0.15
C  4.676  -3.671  0.113  0.00
H  5.785  -4.011  1.895  0.12
H  4.346  -2.533  3.269  0.11
H  2.469  -1.350  2.266  0.07
H  0.634  -1.163  -2.218  0.10
H  1.913  -2.851  -3.458  0.12
H  3.846  -3.956  -2.416  0.13
H  5.261  -4.359  -0.483  0.13

Spin multiplicity   2
Total charge   +2
Strongest force on any atom   0.012 hartree/bohr
E_HOMO (spin up / spin down)   -0.4954 / -0.4950 hartree
Electronic energy   -4191.79829 hartree